Record 1
Formula: BeH14O15S2Tl2
Source: the OMol25 dataset
Level of theory: ωB97M-V/def2-TZVPD

```
34
Properties=species:S:1:pos:R:3
Tl 2.59965 -1.17572 -0.89120
H -0.41521 -0.64851 -1.73238
O -4.58450 -0.00921 0.48193
O -1.26847 -0.70884 -2.16196
H 1.07189 1.84783 -0.95755
H 3.07055 2.11397 0.82765
S -3.10295 0.15463 0.48426
O -2.87053 1.19562 1.43831
H 1.71708 1.45244 0.67802
O 0.47469 -1.01426 -0.92400
O -2.64514 0.64307 -0.78203
H 1.29787 -2.86050 -3.05953
O 0.66908 0.74245 2.72625
H -1.95356 -1.63278 0.19098
O -0.50348 1.23614 -1.02774
H 1.41138 1.23688 2.37874
H -1.83165 -1.13796 -1.51782
H 0.87821 0.61416 3.65147
Tl -2.03907 1.50144 -2.39920
O 1.50227 2.55963 -1.43121
H 1.79058 -2.05744 1.80062
O 1.76954 -1.21321 1.34998
O 1.09126 -2.20683 -2.39151
H 0.19542 -1.93485 -2.59084
H 1.16297 -0.68127 1.86509
S 0.26364 0.27089 -0.22691
O 1.60582 0.69668 0.02636
H -0.48307 -1.62896 -0.16893
H 2.07600 2.96720 -0.78239
Be -1.22887 0.48274 2.24656
O 2.14930 2.21213 1.06827
O -2.26818 -0.91978 0.88025
O -1.23969 -2.20885 -0.08247
O -0.36286 0.11100 1.03297
```

Output
Highest occupied orbital energy ... -23.968 eV
Total charge ... +4
Energy above the lowest of the compared OMol25 structures with the same formula, charge and spin ... 1558.91 kJ/mol


Record 2
Formula: C36H32BrF6GaN2O4SSb
Source: the OMol25 dataset
Level of theory: ωB97M-V/def2-TZVPD

```
84
Properties=species:S:1:pos:R:3
C 1.51179 -5.83005 1.46456
F -1.33914 3.59589 -1.69883
C -2.82342 -0.38896 -3.52525
C 3.44725 -1.96063 1.88146
H 1.72095 1.43004 -0.71619
Ga -0.96911 1.26903 0.12708
C 5.73892 -1.32281 1.55485
C -2.67922 3.52027 -1.73645
C 0.61362 1.89169 3.08189
C -0.52716 3.59596 2.07420
F -2.21135 5.35278 0.13070
H -1.40547 -3.09676 -4.35018
H 1.34806 -0.00850 2.37278
H -1.85931 -5.79359 1.33736
H -5.43193 -1.47119 -1.65557
C 1.50612 -1.38722 -4.44913
H -0.55384 4.07266 5.40346
H 3.71359 0.71489 2.32776
C 3.14684 -1.47915 0.61775
O -2.41333 2.38295 0.35309
H 0.00986 -7.26069 1.98893
H 6.75085 -1.25085 1.92131
H -5.37670 3.47417 -0.73365
C 1.76888 -4.56859 0.95456
H -4.95866 2.33481 0.56454
C 1.67130 0.83948 2.97031
C -0.71949 0.73685 -2.67650
H 0.20025 -2.13871 -5.96490
H 2.33396 -6.46041 1.76778
H 3.89579 -0.54971 -1.17110
O -0.11333 1.12519 -1.58996
Sb 1.10233 -1.73820 -0.06216
H 2.19819 -0.95200 -5.15231
C -4.06049 -0.94629 -3.23854
H 2.23049 2.97058 0.93132
H 6.19502 -0.40067 -0.32459
C -0.73746 4.26224 3.26517
C 0.84479 -1.81408 -2.19635
H 3.25627 2.31227 2.91931
O 1.80542 1.09378 0.18746
C -0.84313 -5.44820 1.23583
H -1.22035 5.22572 3.26572
H 1.93597 0.47627 3.96415
N 0.04201 2.39712 1.97674
C 0.71434 -3.73342 0.61615
H 3.64088 2.04125 0.37573
H 4.98911 -2.26289 3.32757
C 2.67915 1.97034 0.90004
F -4.34682 5.34694 0.06348
C 4.12787 -0.92136 -0.18416
C -0.29079 -2.47299 -2.64049
C 0.37752 -2.04589 -4.90449
H -1.41753 -3.51019 0.52983
F -3.14143 4.64791 -2.26375
C -3.29231 4.60244 0.39248
O -0.25110 0.84146 -3.78331
H 0.81607 2.00815 5.20168
H -4.74273 1.87734 -1.13388
F -2.97455 2.54405 -2.60298
H 2.66949 -2.38942 2.50317
F -3.33717 4.43277 1.71293
N -2.46876 0.01841 -1.20481
H 2.62384 -0.73868 -2.75364
C -3.24933 3.22824 -0.33523
C 5.42673 -0.84208 0.29236
C 1.74629 -1.26844 -3.09094
H 2.79015 -4.23457 0.83552
Br -4.14811 -0.58140 0.88561
C 0.39063 2.47206 4.32718
C -4.47725 -1.04052 -1.91892
C -0.34216 3.64041 4.43817
H -2.43721 -0.29109 -4.52601
C -2.06084 0.07798 -2.46693
C -4.68419 2.69642 -0.42400
H -4.69726 -1.30127 -4.03321
C 0.20768 -6.27418 1.59846
H -0.80372 4.04379 1.13618
C -0.52113 -2.58502 -4.00025
C -0.59260 -4.17368 0.76108
S -0.70824 -0.77734 1.16613
H -0.98971 -2.90417 -1.93120
C 2.92053 1.46090 2.32461
C -3.64029 -0.52780 -0.93507
C 4.74930 -1.88187 2.34650
```

Output
Highest occupied orbital energy ... -11.747 eV
Total charge ... +1
Energy above the lowest of the compared OMol25 structures with the same formula, charge and spin ... 119.39 kJ/mol


Record 3
Formula: C42H53Cl2IrNOP2SSb2
Source: the OMol25 dataset
Level of theory: ωB97M-V/def2-TZVPD

```
105
Properties=species:S:1:pos:R:3
Sb 0.19332 0.78239 -3.04201
C -2.65464 -3.37536 3.03329
H -2.24064 4.48840 -1.57284
H -1.09948 -4.21457 -3.28718
H -1.91069 -0.19746 -6.12360
C -3.86367 1.30112 1.15456
H 0.10578 -1.46254 -4.59068
C -0.56375 -2.58280 2.11700
H -2.01997 2.26037 -3.42648
H -5.41697 -2.32800 -4.87348
H -0.07104 2.68802 6.95638
Sb -2.83874 -0.00289 -0.21006
P 2.01921 -0.64451 0.52506
H 1.75083 -1.22168 -3.96076
H -1.22687 -4.61072 2.02036
C 0.03901 1.61601 5.10651
H 3.68141 0.85217 2.26718
C -3.63083 -1.34617 -5.62607
H 0.62967 3.17571 -4.24237
C 3.57730 0.96187 -1.13775
N 1.86247 -0.22591 2.21561
C 2.64471 -2.96409 -0.75756
H -4.87340 0.92646 -1.62433
P 0.26766 0.15590 2.70119
H -3.34917 -4.18717 3.20674
C 0.88235 -0.72766 -4.39447
C -1.68354 4.92605 -0.74569
H -5.49093 -1.03718 -2.78939
H 2.06101 2.13502 -4.43321
C -2.04725 -1.06698 3.28310
H 1.36247 6.25280 -0.03774
H -3.42198 1.88894 -2.04129
C 3.24178 -4.20618 -0.89251
C 0.41244 0.42538 4.49394
C -1.70437 1.42093 -4.03992
C 5.99410 -0.00262 -0.17370
C -3.72667 0.10874 -3.21385
H -3.86019 -1.90290 4.04034
H 2.62686 1.33391 -1.50946
C 1.30572 2.49086 -3.73451
H 4.16369 -5.85166 0.12782
H 4.84409 -1.16641 1.19307
H -3.63029 -1.89292 -6.56025
C 0.76833 0.72725 7.21595
C -3.99454 -1.79239 -0.11125
C 3.70464 -4.87772 0.23177
C 2.98342 -3.06274 1.63598
H 2.87269 -2.62259 2.62046
C 5.97637 0.91354 -1.22100
C 2.98655 0.37692 2.95360
H 0.69715 4.36817 1.75171
H 1.79493 3.00224 -2.90870
C 3.59036 0.04801 -0.08519
H -4.98842 -1.52971 0.24900
H -2.39550 -4.26255 -2.04396
C -2.66791 -0.40402 -5.37776
C -2.94601 -2.09461 3.49366
C 4.76835 1.39303 -1.70208
H -4.85972 0.89488 1.32355
H -0.12614 6.46794 0.87732
H -3.33479 1.36911 2.10203
H 3.34945 -4.65527 -1.87079
H 2.28522 -2.43039 -1.63233
C -2.68339 0.36013 -4.19667
C -0.45730 5.74247 -1.12666
H -4.06686 -2.23478 -1.10250
C -4.68210 -0.87779 -3.49114
H 1.22961 3.81277 0.14325
H 1.18127 -0.24846 -5.32571
C 0.21679 1.76315 6.47597
H 1.20424 -1.57012 4.75651
C -3.84689 0.89045 -1.98821
C 0.37589 5.83041 0.14792
C 2.52237 -2.39017 0.50546
H 4.75770 2.09842 -2.52250
H -3.53865 -2.50555 0.57089
H 1.49898 -1.29496 7.18793
H 3.96706 -4.81652 2.36347
H 2.63487 1.12085 3.66404
C -1.46561 -3.61091 2.35464
H -0.38599 2.42648 4.52631
O -0.76418 2.39529 -0.58190
H -2.37239 5.51563 -0.13609
H -2.25218 -0.08637 3.70007
C 1.10515 -0.47482 6.60192
C 3.58346 -4.30354 1.49167
H 6.93435 -0.39381 0.19087
H -3.94551 2.29384 0.71613
C 0.93784 -0.63697 5.23941
H 0.10645 5.25195 -1.92344
S -1.11135 3.58695 0.35858
H 3.52568 -0.38610 3.51944
C -0.82714 -1.31213 2.62678
C 0.49014 4.40695 0.68332
H -0.74474 6.73199 -1.47971
C 4.81141 -0.44187 0.39193
H 6.90774 1.25377 -1.65294
Ir -0.09249 0.17574 -0.33012
H 0.93379 0.85667 8.27706
C -4.65362 -1.58849 -4.66764
Cl -1.22062 -2.21428 -2.02139
H -1.30427 1.76030 -4.99406
Cl -0.29742 -4.88529 -1.19272
C -1.36729 -3.99479 -2.25985
H 0.34993 -2.80821 1.59668
```

Output
Spin multiplicity ... 6
Highest occupied orbital energy (alpha / beta) ... -17.717 / -18.100 eV
<S²> ... 8.784
Total charge ... +4
Energy above the lowest of the compared OMol25 structures with the same formula, charge and spin ... 0.00 kJ/mol


Record 4
Formula: C7H5F3N2
Source: the OMol25 dataset
Level of theory: ωB97M-V/def2-TZVPD

```
17
Properties=species:S:1:pos:R:3
C 1.00378 -0.01091 1.47872
F -2.83541 -0.49893 -1.19829
H 1.39670 -0.37575 2.41581
N -0.16485 -0.41268 1.24600
F -2.70983 -0.78628 0.91066
N -1.59032 2.28599 -0.28236
H 2.91148 0.59769 0.81248
H 0.04995 -0.75411 -2.10465
C 1.86308 0.75909 0.44680
C -2.02506 -0.97665 -0.20053
C -0.67423 -0.17137 -0.06366
C -1.16566 1.22739 -0.19902
C 1.62025 0.08664 -0.86600
H 1.49914 1.83585 0.38174
H 2.45984 -0.06835 -1.40374
F -1.98357 -2.39325 -0.22614
C 0.34470 -0.34437 -1.14781
```

Output
Highest occupied orbital energy ... -10.501 eV
SMILES ... N#C[C@@]1(C(F)(F)F)C=CCC=N1
Energy above the lowest of the compared OMol25 structures with the same formula, charge and spin ... 51.95 kJ/mol